{
  "formula": "C7H18NO2",
  "method": "ωB97M-V with the def2-TZVPD basis set",
  "elements": ["O", "C", "H", "H", "H", "C", "C", "H", "N", "H", "H", "H", "C", "H", "C", "C", "H", "C", "O", "H", "H", "H", "H", "H", "H", "H", "H", "H"],
  "xyz": [[-1.0816, 2.2080, -0.9346], [-0.8767, 2.9427, 0.2801], [0.0389, 2.5856, 0.7556], [-0.7614, 3.9831, -0.0154], [-2.6932, 0.0897, -2.4689], [-2.5192, -0.7715, 0.2902], [1.2230, -2.2038, 0.6714], [1.2337, -2.6823, 1.6458], [1.3191, -0.0573, -0.4821], [0.8932, -0.2538, 1.5333], [1.7868, -0.5908, -1.2114], [0.2413, -2.3427, 0.2260], [1.5683, -0.7244, 0.8041], [-3.3577, -0.8914, -0.3977], [-1.6598, 0.3355, -2.2172], [-1.5732, 1.0341, -0.9224], [-2.8625, -0.8743, 1.3200], [3.0119, -0.5646, 1.2815], [-1.9549, 0.5365, 0.1982], [1.7603, 0.8584, -0.4757], [-1.1001, -0.5991, -2.1628], [3.1681, -1.1045, 2.2105], [-1.7161, 2.8240, 0.9658], [3.2547, 0.4843, 1.4474], [3.6963, -0.9631, 0.5353], [1.9560, -2.6997, 0.0377], [-1.7518, -1.5217, 0.0865], [-1.2436, 0.9632, -3.0010]],
  "atomic_forces_ev_per_a": [[-0.2, -0.3, -0.3], [0.2, 0.5, 0.9], [-0.1, 0.0, -0.1], [0.0, -0.2, 0.0], [0.0, 0.0, 0.1], [-0.3, -1.0, 0.1], [0.0, 0.4, 0.1], [0.0, -0.1, 0.1], [-0.3, 0.1, -0.2], [0.1, -0.1, 0.0], [0.0, 0.1, 0.0], [-0.1, -0.1, 0.0], [0.1, -0.1, 0.2], [0.1, 0.1, 0.1], [-0.1, -0.1, -0.3], [0.3, -0.4, 0.2], [0.1, 0.1, -0.2], [-0.3, 0.1, 0.0], [0.4, 1.1, -0.3], [0.1, -0.1, -0.1], [0.0, 0.0, 0.1], [0.1, 0.0, 0.2], [0.0, 0.0, -0.2], [0.1, 0.1, 0.0], [0.1, -0.1, -0.1], [0.1, -0.1, -0.1], [-0.1, 0.2, 0.0], [0.0, 0.0, 0.1]],
  "e_tot_ev": -13129.128,
  "fmax_ha_per_bohr": 0.023,
  "gap_ev": 9.54,
  "charge": 1,
  "relative_energy_ev": 0.278,
  "lumo_ev": -3.45
}

---

{
  "formula": "C7H18NO6P",
  "method": "ωB97M-V with the def2-TZVPD basis set",
  "elements": ["H", "H", "H", "H", "H", "H", "C", "C", "H", "H", "C", "C", "H", "O", "O", "O", "N", "P", "C", "O", "H", "H", "C", "O", "C", "H", "H", "H", "H", "H", "H", "H", "O"],
  "xyz": [[2.2507, -0.5066, -2.4978], [1.2513, 2.7169, -2.4776], [-1.0293, 1.1094, -0.4492], [-1.0886, 0.9721, 2.9396], [3.4273, -0.9880, 0.1474], [0.4975, -0.9695, -1.6681], [-0.6225, -1.7218, -0.0638], [2.4893, -0.7691, -0.3485], [0.4098, -2.6999, -1.7274], [0.6938, 1.0685, -2.6781], [-0.3713, 0.3013, 2.4815], [-1.0877, -0.9596, 2.0556], [-1.3822, -2.4800, -0.2528], [-0.1968, -1.7741, 1.2772], [1.8009, -1.9848, -0.4318], [-5.2017, 0.4185, 1.0020], [-4.0085, 0.6203, 0.7873], [0.0115, 2.0354, -0.5411], [2.7736, -0.0445, -1.6685], [-3.4237, 0.0617, -0.1858], [-0.5552, 3.2996, -0.6621], [3.8326, -0.0610, -1.8835], [1.1722, 1.7535, -1.9837], [2.4388, 1.3670, -1.5775], [0.5388, -1.8634, -1.0505], [-1.1203, -0.7758, -0.2754], [-1.9534, -0.6893, 1.4642], [0.3766, 0.0277, 3.2192], [0.1120, 0.7920, 1.6401], [0.7390, 1.9369, 0.6368], [1.9655, -0.0628, 0.3052], [-1.4087, -1.4985, 2.9384], [-3.3315, 1.3682, 1.5284]],
  "atomic_forces_ev_per_a": [[-0.1, 0.0, -0.2], [0.0, 0.2, -0.1], [-0.4, 0.0, 0.1], [-0.1, 0.3, 0.0], [0.1, -0.1, 0.1], [0.2, 0.1, -0.3], [0.0, -0.3, -0.1], [0.0, 0.1, 0.4], [0.0, -0.3, 0.0], [-0.1, -0.2, -0.1], [-0.1, -0.4, 0.5], [0.3, 0.3, -0.1], [-0.1, -0.2, 0.0], [-0.3, 0.3, -0.1], [0.2, 0.1, -0.7], [0.2, 0.0, -0.1], [-0.1, -0.1, -0.1], [0.0, -0.2, -0.5], [-0.1, 0.3, 0.3], [0.2, 0.0, -0.2], [-0.1, 0.1, 0.1], [0.2, 0.1, -0.1], [0.1, 0.1, 0.2], [0.2, -0.3, -0.1], [0.0, -0.1, 0.2], [-0.2, 0.0, 0.1], [-0.3, -0.1, 0.1], [0.3, 0.2, 0.0], [-0.1, -0.3, 0.4], [0.2, 0.5, -0.1], [-0.2, 0.0, 0.1], [0.0, -0.3, 0.1], [0.3, 0.3, 0.1]],
  "e_tot_ev": -30606.116,
  "fmax_ha_per_bohr": 0.015,
  "gap_ev": 7.14,
  "lumo_ev": -0.66
}

---

{
  "formula": "C7H18O2",
  "method": "ωB97M-V with the def2-TZVPD basis set",
  "elements": ["C", "C", "H", "O", "H", "O", "H", "C", "H", "H", "C", "H", "C", "H", "C", "C", "H", "H", "H", "H", "H", "H", "H", "H", "H", "H", "H"],
  "xyz": [[-1.5116, 0.9282, -1.7742], [1.4375, 1.6844, -0.3167], [-1.4410, 0.2720, -2.6540], [-2.0934, 0.5520, -0.7516], [0.9398, 1.4656, -2.3827], [-0.3520, -1.2421, -0.1867], [-2.6562, -0.6671, 1.4698], [0.0409, -1.5018, 1.1548], [3.1196, 0.2867, -1.9861], [-1.2711, -0.7706, -0.2274], [2.1517, -0.1996, -1.8616], [0.2264, 0.0107, -1.0739], [-2.0885, -0.8488, 2.3809], [-0.4681, 0.4654, 1.8458], [1.0586, 0.8165, -1.5130], [-0.6011, -0.5669, 2.1769], [0.6625, 2.4208, -0.1051], [1.1301, -1.4065, 1.1847], [-0.0686, -0.6874, 3.1239], [-0.2033, -2.5445, 1.3978], [-1.3514, 1.9957, -1.9657], [-2.2449, -1.8824, 2.6923], [2.2294, -0.9504, -1.0743], [2.3716, 2.2230, -0.4889], [-2.4939, -0.1988, 3.1554], [1.5625, 1.0625, 0.5693], [1.9144, -0.7165, -2.7895]],
  "atomic_forces_ev_per_a": [[-2.3, -0.2, 0.6], [0.0, -0.1, -0.1], [0.4, -0.1, 0.2], [0.8, 0.8, -1.2], [-0.7, -0.2, 0.0], [-2.1, 0.2, 0.3], [-0.1, 0.0, 0.0], [-0.1, 0.0, 0.1], [0.1, 0.0, 0.0], [1.8, -1.2, 0.3], [0.0, 0.2, 0.0], [1.6, 2.5, -1.7], [0.2, 0.1, 0.1], [0.1, 0.0, 0.0], [-0.3, -1.8, 1.2], [-0.1, -0.3, -0.2], [-0.1, 0.1, 0.1], [0.0, 0.0, 0.0], [0.0, 0.0, 0.0], [0.0, 0.1, 0.1], [0.4, 0.0, 0.2], [0.0, 0.0, 0.0], [0.1, 0.0, 0.0], [0.0, 0.0, 0.0], [-0.1, 0.0, 0.0], [0.1, 0.0, 0.1], [0.0, -0.1, -0.1]],
  "e_tot_ev": -11643.754,
  "fmax_ha_per_bohr": 0.068,
  "gap_ev": 10.04,
  "smiles": "CCCO.C=O.CCC",
  "relative_energy_ev": 1.808,
  "lumo_ev": 0.61
}

---

{
  "formula": "C7H18O7V",
  "method": "ωB97M-V with the def2-TZVPD basis set",
  "elements": ["O", "C", "C", "H", "O", "H", "H", "H", "C", "H", "H", "H", "V", "O", "H", "H", "H", "H", "C", "C", "O", "C", "H", "H", "C", "H", "O", "H", "O", "H", "H", "O", "H"],
  "xyz": [[0.0568, 1.8730, -1.9141], [1.0170, -1.8750, 3.5765], [0.1763, -1.5177, 2.3625], [1.6443, 4.2946, -2.1569], [1.6333, 1.7397, -0.5133], [-1.2108, -2.6333, 0.8677], [-1.1402, 1.4587, 2.5477], [-2.2446, -1.1762, -4.7894], [1.2057, 2.2043, -1.5843], [0.2072, -3.5110, 1.2747], [1.1907, -1.0147, 4.2229], [-1.4306, 2.7438, 3.6375], [0.0016, -0.0709, -0.5218], [-0.1502, -1.1052, -1.7272], [1.8957, 3.2663, -3.5571], [-0.3033, -1.4339, -3.7332], [3.0350, 3.2599, -2.2586], [1.9481, -2.4411, 3.5494], [-0.8721, 2.4987, 2.7341], [-0.5210, -2.8153, 1.6917], [-1.4680, 0.3098, 0.0419], [-1.7067, -2.1209, -4.8686], [-1.6596, -2.2871, -5.9449], [-1.0763, -3.3318, 2.4747], [1.9665, 3.3015, -2.4700], [0.4877, -2.6352, 4.1509], [-0.2975, -2.0537, -4.4663], [-0.7291, -0.9822, 2.6480], [0.9831, -0.8805, 1.3741], [-1.3567, 3.1410, 1.9988], [0.5177, 3.8023, 2.9365], [0.5038, 2.8587, 2.7606], [-2.3042, -2.8670, -4.3446]],
  "atomic_forces_ev_per_a": [[-1.5, -1.1, -1.3], [-0.5, -0.6, 1.1], [0.3, -1.8, -3.2], [-0.2, -0.1, 0.1], [1.6, -0.9, 0.5], [0.0, 0.7, 0.1], [1.0, 0.0, -0.4], [0.3, 0.3, 0.4], [-0.1, 1.2, -0.5], [0.3, 0.0, 0.2], [0.0, 0.1, -0.1], [0.4, 0.1, 0.7], [-0.5, 1.9, 2.6], [0.2, 0.3, 0.6], [-0.7, -0.5, 0.2], [0.4, 0.0, 0.7], [0.0, -0.1, 0.2], [0.4, 0.5, -1.4], [-1.0, 1.0, -0.2], [0.9, 0.3, 0.9], [2.0, -0.9, -0.9], [1.3, 0.4, -0.6], [-0.3, -0.5, 0.0], [-0.2, -0.2, 0.1], [0.3, -0.7, 1.3], [-0.8, 0.3, 0.5], [-2.0, 0.0, -0.4], [0.2, 0.8, 0.4], [-1.9, 0.8, -1.5], [-0.2, -0.4, -0.5], [0.1, 0.0, 0.0], [-0.2, -0.7, 0.4], [0.3, -0.3, 0.0]],
  "e_tot_ev": -47572.238,
  "fmax_ha_per_bohr": 0.072,
  "gap_ev": 8.35,
  "charge": -1,
  "relative_energy_ev": 1.506,
  "lumo_ev": 3.19
}

---

{
  "formula": "C7H19B2O4",
  "method": "ωB97M-V with the def2-TZVPD basis set",
  "elements": ["O", "H", "C", "B", "O", "C", "C", "H", "H", "O", "H", "O", "H", "H", "C", "H", "H", "C", "H", "H", "H", "H", "H", "H", "H", "H", "H", "H", "B", "C", "C", "H"],
  "xyz": [[2.1647, -2.8562, 0.3173], [-0.0061, 2.0542, -3.3271], [1.0402, -0.4584, 0.0222], [0.4734, -1.0922, 2.4938], [-1.7752, 1.3581, -1.4728], [-0.9743, 1.7313, -3.7122], [-3.4314, 1.5635, -3.2107], [-1.7383, 0.4086, -1.6355], [0.7939, 0.8654, 3.6050], [2.2342, -1.8157, -1.8383], [0.5669, -0.0089, -0.8669], [0.2617, -2.4483, 2.9683], [-0.8992, 0.6586, -3.9093], [-1.1648, 2.2462, -4.6578], [1.5819, -0.6983, 4.8683], [1.8177, 0.2906, 0.3442], [-3.6942, 2.0737, -4.1413], [-0.1038, -0.7204, 1.0645], [2.4473, -0.9114, -2.0270], [-0.5576, -2.4098, 3.4463], [2.2988, 0.1204, 3.0169], [-2.1002, 3.0839, -2.4774], [0.6689, -0.6388, 5.4658], [-4.2061, 1.7671, -2.4700], [-3.4360, 0.4855, -3.3922], [2.4103, -0.1758, 5.3691], [-0.5696, 0.2877, 1.2196], [1.9107, -1.7333, 4.7616], [1.8063, -1.7542, -0.4676], [1.3067, -0.0886, 3.4407], [-2.0715, 2.0141, -2.6959], [2.9448, -3.1989, -0.1015]],
  "atomic_forces_ev_per_a": [[-0.6, 1.4, -0.2], [0.0, 0.0, 0.0], [-0.4, -0.6, 0.0], [-0.7, -0.5, -1.9], [-0.1, 0.5, -0.1], [0.1, 0.2, -0.1], [-0.2, 0.2, 0.0], [0.1, -0.2, 0.3], [0.1, 0.0, -0.4], [0.3, -0.7, 1.4], [0.3, 0.0, 0.0], [1.0, 1.0, 0.1], [-0.1, 0.0, 0.0], [0.0, 0.0, 0.0], [0.4, 0.4, -0.8], [0.0, -0.1, 0.0], [0.0, 0.0, 0.0], [0.8, 0.7, 1.1], [-0.1, 0.8, -0.7], [-0.7, -0.3, 0.3], [-0.3, 0.1, -0.4], [0.0, 0.0, 0.1], [0.2, -0.2, 0.2], [0.0, 0.0, 0.0], [0.1, 0.0, -0.1], [-0.3, 0.1, 0.1], [0.2, -0.2, -0.1], [-0.3, 0.0, 0.1], [-0.3, -0.1, -0.2], [0.1, -1.0, 1.6], [0.1, -0.7, -0.1], [0.5, -0.7, -0.4]],
  "e_tot_ev": -17111.591,
  "fmax_ha_per_bohr": 0.040,
  "gap_ev": 4.31,
  "charge": -1,
  "lumo_ev": 3.08
}

---

{
  "formula": "C7H19Cl4N5O10",
  "method": "ωB97M-V with the def2-TZVPD basis set",
  "elements": ["H", "O", "C", "H", "C", "N", "H", "Cl", "O", "Cl", "Cl", "O", "H", "Cl", "H", "O", "O", "N", "O", "C", "H", "H", "H", "H", "N", "H", "C", "N", "O", "C", "O", "H", "N", "H", "H", "H", "H", "O", "H", "H", "H", "H", "O", "C", "C"],
  "xyz": [[-0.3053, 4.3536, 4.1968], [-0.1556, -4.3914, -0.0924], [-1.1181, 4.8436, 3.6729], [-2.0057, 2.3676, 0.3347], [2.8141, -0.2764, 0.4675], [0.4222, -0.7865, 3.0582], [-2.9003, 1.2506, -0.7460], [-2.8258, -1.7935, -1.1384], [5.1064, -0.1971, 0.5182], [-1.9380, 3.6616, 2.6421], [-5.2465, -3.2605, -0.4068], [1.4413, -0.3473, 3.5411], [1.7661, 0.1934, -3.6129], [-2.2297, 5.6727, 4.7750], [-1.6493, -0.8042, 3.0822], [2.6326, 1.2795, -5.8086], [0.6574, 0.6144, -6.3503], [4.0987, 0.4197, 0.7667], [0.0621, 0.9618, -1.2993], [0.8075, -2.6294, -1.2566], [0.0925, 0.6633, -3.9791], [-2.9566, -3.8778, -0.0477], [0.6086, -2.1117, -0.3233], [-1.8168, 2.4886, -1.4274], [0.3137, -4.0239, -1.1458], [2.8825, -1.2306, 0.9783], [-3.5417, -2.9680, -0.0145], [1.4999, 0.9383, -5.5375], [-0.8921, 0.0618, 0.4059], [-0.8562, -0.2904, 3.6140], [4.0644, 1.5340, 1.2235], [1.3193, 1.9216, -3.7157], [-0.8568, 0.8571, -0.5076], [-0.6849, 5.6001, 3.0267], [-3.5493, -2.5038, 0.9635], [2.0008, 0.3492, 0.8081], [1.8581, -2.6457, -1.5293], [0.3777, -1.5960, 2.1677], [-0.8616, -0.5461, 4.6714], [2.8061, -0.4302, -0.6071], [-0.9636, 0.7872, 3.5356], [0.2242, -2.1569, -2.0425], [0.3429, -4.6881, -2.1579], [1.1353, 0.9255, -4.1079], [-1.9806, 1.8102, -0.5962]],
  "atomic_forces_ev_per_a": [[-0.3, -0.1, 0.3], [0.0, 0.0, 0.4], [0.3, 0.6, -0.2], [0.0, -0.1, 0.0], [0.3, 0.1, 0.0], [0.1, 0.5, 0.1], [0.1, -0.1, 0.2], [0.0, -0.2, -0.2], [0.5, -0.3, -0.1], [-0.1, -0.1, 0.1], [0.2, -0.2, -0.1], [0.3, 0.3, 0.2], [0.1, 0.1, 0.0], [0.2, -0.3, -0.1], [0.0, 0.1, 0.0], [0.0, 0.0, 0.1], [0.0, 0.0, 0.1], [-0.2, -0.3, -0.1], [-0.2, -0.2, -0.1], [-0.2, 0.5, 0.2], [0.0, 0.0, -0.3], [-0.1, -0.1, 0.0], [0.2, -0.1, 0.1], [0.1, -0.1, 0.0], [-0.4, 0.1, -0.4], [-0.2, 0.0, 0.1], [-0.4, 0.5, 0.1], [0.0, 0.0, -0.5], [0.1, 0.1, -0.1], [-0.7, -0.3, 0.3], [-0.2, 0.6, 0.2], [0.1, -0.1, 0.0], [0.3, 0.2, 0.4], [-0.1, 0.0, -0.1], [0.2, -0.1, 0.1], [-0.1, -0.1, 0.0], [0.0, -0.1, 0.0], [-0.1, -0.6, -0.3], [0.0, -0.1, 0.0], [-0.1, 0.0, 0.0], [0.4, 0.0, -0.3], [0.1, -0.1, -0.1], [0.2, -0.1, -0.1], [-0.2, 0.0, 0.5], [-0.3, 0.4, -0.4]],
  "e_tot_ev": -85568.224,
  "fmax_ha_per_bohr": 0.016,
  "gap_ev": 10.35,
  "smiles": "C[N+](=O)[O-].C[N+](=O)[O-].C[N+](=O)[O-].C[N+](=O)[O-].C[N+](=O)[O-].ClCCl.ClCCl",
  "relative_energy_ev": 0.437,
  "lumo_ev": -0.72
}

---

Repeat the fourth record exactly.
{
  "formula": "C7H18O7V",
  "method": "ωB97M-V with the def2-TZVPD basis set",
  "elements": ["O", "C", "C", "H", "O", "H", "H", "H", "C", "H", "H", "H", "V", "O", "H", "H", "H", "H", "C", "C", "O", "C", "H", "H", "C", "H", "O", "H", "O", "H", "H", "O", "H"],
  "xyz": [[0.0568, 1.8730, -1.9141], [1.0170, -1.8750, 3.5765], [0.1763, -1.5177, 2.3625], [1.6443, 4.2946, -2.1569], [1.6333, 1.7397, -0.5133], [-1.2108, -2.6333, 0.8677], [-1.1402, 1.4587, 2.5477], [-2.2446, -1.1762, -4.7894], [1.2057, 2.2043, -1.5843], [0.2072, -3.5110, 1.2747], [1.1907, -1.0147, 4.2229], [-1.4306, 2.7438, 3.6375], [0.0016, -0.0709, -0.5218], [-0.1502, -1.1052, -1.7272], [1.8957, 3.2663, -3.5571], [-0.3033, -1.4339, -3.7332], [3.0350, 3.2599, -2.2586], [1.9481, -2.4411, 3.5494], [-0.8721, 2.4987, 2.7341], [-0.5210, -2.8153, 1.6917], [-1.4680, 0.3098, 0.0419], [-1.7067, -2.1209, -4.8686], [-1.6596, -2.2871, -5.9449], [-1.0763, -3.3318, 2.4747], [1.9665, 3.3015, -2.4700], [0.4877, -2.6352, 4.1509], [-0.2975, -2.0537, -4.4663], [-0.7291, -0.9822, 2.6480], [0.9831, -0.8805, 1.3741], [-1.3567, 3.1410, 1.9988], [0.5177, 3.8023, 2.9365], [0.5038, 2.8587, 2.7606], [-2.3042, -2.8670, -4.3446]],
  "atomic_forces_ev_per_a": [[-1.5, -1.1, -1.3], [-0.5, -0.6, 1.1], [0.3, -1.8, -3.2], [-0.2, -0.1, 0.1], [1.6, -0.9, 0.5], [0.0, 0.7, 0.1], [1.0, 0.0, -0.4], [0.3, 0.3, 0.4], [-0.1, 1.2, -0.5], [0.3, 0.0, 0.2], [0.0, 0.1, -0.1], [0.4, 0.1, 0.7], [-0.5, 1.9, 2.6], [0.2, 0.3, 0.6], [-0.7, -0.5, 0.2], [0.4, 0.0, 0.7], [0.0, -0.1, 0.2], [0.4, 0.5, -1.4], [-1.0, 1.0, -0.2], [0.9, 0.3, 0.9], [2.0, -0.9, -0.9], [1.3, 0.4, -0.6], [-0.3, -0.5, 0.0], [-0.2, -0.2, 0.1], [0.3, -0.7, 1.3], [-0.8, 0.3, 0.5], [-2.0, 0.0, -0.4], [0.2, 0.8, 0.4], [-1.9, 0.8, -1.5], [-0.2, -0.4, -0.5], [0.1, 0.0, 0.0], [-0.2, -0.7, 0.4], [0.3, -0.3, 0.0]],
  "e_tot_ev": -47572.238,
  "fmax_ha_per_bohr": 0.072,
  "gap_ev": 8.35,
  "charge": -1,
  "relative_energy_ev": 1.506,
  "lumo_ev": 3.19
}